C21H22N6Pd | ωB97M-V with the def2-TZVPD basis set

Last column: Mulliken charge in e.
CARTESIAN COORDINATES (ANGSTROEM)
Pd  -0.212  1.751  0.499  -0.211
C  -1.373  -1.569  0.557  -1.753
N  -0.178  -1.018  -0.040  0.887
C  1.100  -1.456  0.500  -1.057
C  1.209  -1.582  1.994  0.500
C  2.125  -2.477  2.546  -0.795
C  2.251  -2.547  3.920  -0.436
C  1.452  -1.731  4.709  -0.547
C  0.564  -0.884  4.069  -0.421
N  0.440  -0.806  2.746  0.037
C  -0.121  -1.110  -1.495  -0.922
C  -1.427  -0.904  -2.219  0.469
C  -1.880  -1.849  -3.136  -0.640
C  -3.068  -1.621  -3.810  -0.406
C  -3.775  -0.458  -3.543  -0.547
C  -3.248  0.420  -2.608  -0.308
N  -2.107  0.213  -1.962  -0.140
C  -2.387  -0.529  1.014  0.989
C  -3.671  -0.974  1.303  -0.970
C  -4.624  -0.078  1.751  -0.348
C  -4.253  1.247  1.901  -0.694
C  -2.954  1.608  1.594  -0.457
N  -2.024  0.749  1.148  0.185
H  -1.890  -2.252  -0.130  0.556
H  -1.118  -2.161  1.437  0.776
H  1.401  -2.422  0.054  0.367
H  1.842  -0.715  0.174  0.327
H  2.723  -3.110  1.902  0.423
H  2.956  -3.235  4.369  0.399
H  1.513  -1.754  5.788  0.393
H  -0.085  -0.230  4.643  0.414
H  0.592  -0.351  -1.837  0.329
H  0.279  -2.096  -1.796  0.322
H  -1.311  -2.753  -3.313  0.365
H  -3.437  -2.342  -4.528  0.400
H  -4.708  -0.238  -4.044  0.394
H  -3.768  1.341  -2.364  0.413
H  -3.913  -2.021  1.167  0.393
H  -5.632  -0.404  1.976  0.421
H  -4.952  1.996  2.248  0.405
H  -2.622  2.631  1.698  0.372
N  3.085  4.331  0.179  -0.079
C  2.539  4.589  -1.060  -0.371
C  1.415  3.828  -1.128  -0.545
N  1.261  3.116  0.042  0.150
C  2.281  3.434  0.800  -0.398
H  3.923  4.732  0.557  0.178
H  2.982  5.275  -1.759  0.381
H  0.695  3.747  -1.922  0.401
H  2.460  3.062  1.793  0.400

Properties
HOMO	-4.980	eV
orbital gap	5.86	eV
total charge	0

***

C6H4O | ωB97M-V with the def2-TZVPD basis set

Last column: Mulliken charge in e.
CARTESIAN COORDINATES (ANGSTROEM)
C  3.858  -0.053  0.129  -0.281
C  2.677  -0.307  0.096  -0.403
C  1.305  -0.432  0.062  0.749
C  0.100  -0.315  0.038  -0.655
C  -1.194  0.339  0.055  0.117
C  -2.518  -0.197  -0.272  -0.352
O  -2.128  0.023  1.072  -0.395
H  4.879  0.252  0.146  0.444
H  -1.060  1.408  -0.109  0.283
H  -2.669  -1.236  -0.558  0.259
H  -3.248  0.516  -0.658  0.234

Properties
structure (SMILES)	C#CC#C[C@H]1CO1
HOMO	-9.467	eV
orbital gap	10.17	eV
total charge	0

***

C3H10O2S | ωB97M-V with the def2-TZVPD basis set

Last column: Mulliken charge in e.
CARTESIAN COORDINATES (ANGSTROEM)
O  -1.142  -1.486  -0.779  -0.295
S  -0.639  0.820  0.716  -0.080
C  -1.079  -2.033  -2.115  -0.674
C  -0.180  -0.094  2.282  -0.793
C  -0.180  -0.435  -0.600  -0.495
H  -1.707  -2.934  -2.218  0.239
H  -0.052  -2.282  -2.430  0.294
H  -1.473  -1.251  -2.785  0.295
H  0.837  -0.518  2.315  0.263
H  -0.908  -0.916  2.389  0.289
H  -0.301  0.595  3.135  0.291
H  -0.198  0.134  -1.549  0.319
H  0.840  -0.848  -0.475  0.339
O  2.094  3.361  0.613  -0.609
H  2.798  4.048  0.591  0.299
H  1.288  3.842  0.909  0.319

Properties
structure (SMILES)	COCSC.O
HOMO	-8.732	eV
orbital gap	9.45	eV
total charge	0

***

C2H4FNO2 | ωB97M-V with the def2-TZVPD basis set

Last column: Mulliken charge in e.
CARTESIAN COORDINATES (ANGSTROEM)
C  -1.151  -0.003  -0.494  -1.047
C  0.101  -0.475  0.156  0.210
N  1.265  0.471  0.085  0.985
O  0.927  1.635  -0.082  -0.564
O  2.356  0.058  0.202  -0.551
F  0.482  -1.689  -0.031  -0.209
H  -1.422  0.850  -0.006  0.322
H  -1.805  -0.765  -0.455  0.387
H  -0.855  0.302  -1.567  0.296
H  0.102  -0.385  2.193  0.171

Properties
HOMO (spin up / spin down)	-10.510 / -9.978	eV
orbital gap (spin up / spin down)	9.17 / 8.77	eV
total charge	0

***

C28H52NO8PtS4SbSi | ωB97M-V with the def2-TZVPD basis set

Last column: Mulliken charge in e.
CARTESIAN COORDINATES (ANGSTROEM)
Pt  -0.757  1.528  -0.303  1.925
S  -3.711  3.235  -0.194  -0.008
S  -5.713  2.863  0.189  -0.013
S  -6.478  1.519  -0.988  -0.296
S  -2.975  1.560  -1.098  -0.496
C  4.856  1.855  0.148  -1.393
C  3.464  1.918  0.764  0.226
C  3.279  3.164  1.625  -1.271
Sb  1.814  1.819  -0.643  -1.908
C  1.944  3.629  -1.823  1.079
C  0.992  3.475  -3.006  -1.428
C  3.330  4.101  -2.243  -1.424
C  2.417  0.247  -2.006  1.683
C  2.794  -0.976  -1.173  -1.205
C  3.470  0.581  -3.053  -1.539
H  5.607  1.841  0.946  0.457
H  5.060  2.725  -0.474  0.178
H  5.007  0.965  -0.459  0.267
H  3.315  1.034  1.393  0.540
H  3.376  4.075  1.032  0.208
H  4.036  3.191  2.415  0.510
H  2.300  3.197  2.099  0.216
H  1.515  4.363  -1.139  0.064
H  1.324  2.711  -3.714  0.193
H  0.924  4.423  -3.550  0.443
H  -0.012  3.212  -2.669  0.208
H  3.895  3.354  -2.799  0.197
H  3.925  4.405  -1.383  0.293
H  3.228  4.980  -2.889  0.465
H  1.471  0.024  -2.505  -0.782
H  3.625  -0.776  -0.494  0.337
H  3.096  -1.806  -1.819  0.583
H  1.935  -1.303  -0.588  -0.296
H  4.420  0.874  -2.607  0.265
H  3.152  1.380  -3.719  0.325
H  3.660  -0.305  -3.669  0.434
O  0.543  5.075  0.642  -0.757
C  -0.214  4.144  0.918  -0.248
O  -0.904  3.537  -0.026  -0.755
C  -0.382  3.715  2.326  0.609
C  0.194  4.507  3.336  -0.438
C  0.146  4.144  4.658  -0.622
C  -0.485  2.938  5.034  -0.148
C  -1.088  2.145  4.035  -1.165
C  -1.038  2.539  2.718  0.583
N  -0.508  2.546  6.358  0.863
O  0.043  3.284  7.231  -0.803
O  -1.074  1.458  6.672  -0.784
H  0.694  5.420  3.038  0.389
H  0.585  4.753  5.434  0.441
H  -1.584  1.235  4.334  0.491
H  -1.521  1.916  1.965  0.369
C  -4.120  -3.609  0.189  -1.683
C  -3.927  -2.158  -0.255  1.915
C  -5.009  -1.757  -1.251  -1.570
C  -3.936  -1.233  0.956  -1.134
O  -2.702  -2.076  -0.974  0.158
Si  -1.143  -1.898  -0.494  -2.547
O  -0.496  -0.461  -0.586  2.433
O  -0.266  -2.931  -1.461  0.290
C  -0.475  -3.236  -2.828  1.944
C  -0.884  -1.991  -3.612  -1.061
C  -1.546  -4.319  -2.944  -1.635
C  0.855  -3.766  -3.355  -1.667
O  -1.110  -2.538  1.020  0.707
C  -0.137  -3.158  1.829  1.903
C  0.032  -4.607  1.375  -1.601
C  1.190  -2.411  1.734  -1.405
C  -0.675  -3.104  3.257  -1.849
H  -5.034  -3.706  0.777  0.491
H  -3.273  -3.920  0.800  0.008
H  -4.190  -4.268  -0.678  0.344
H  -6.000  -1.850  -0.805  0.461
H  -4.953  -2.401  -2.130  0.249
H  -4.865  -0.722  -1.561  0.142
H  -4.953  -1.134  1.339  0.568
H  -3.584  -0.241  0.672  0.064
H  -3.291  -1.621  1.744  0.029
H  -1.855  -1.627  -3.279  0.117
H  -0.937  -2.218  -4.679  0.565
H  -0.155  -1.196  -3.455  -0.096
H  -2.467  -3.970  -2.484  0.056
H  -1.218  -5.224  -2.430  0.311
H  -1.739  -4.560  -3.992  0.491
H  1.613  -2.986  -3.310  0.178
H  0.754  -4.100  -4.391  0.386
H  1.187  -4.607  -2.744  0.342
H  0.310  -4.630  0.321  0.071
H  -0.907  -5.148  1.498  0.381
H  0.804  -5.105  1.964  0.450
H  1.643  -2.574  0.755  0.238
H  1.882  -2.762  2.501  0.561
H  1.024  -1.342  1.868  0.186
H  -1.681  -3.524  3.285  0.328
H  -0.722  -2.074  3.607  0.373
H  -0.036  -3.676  3.932  0.442

Properties
HOMO (spin up / spin down)	-0.136 / -2.758	eV
orbital gap (spin up / spin down)	3.99 / 5.89	eV
multiplicity	3
total charge	-2

***

What did the fourth record say?
C2H4FNO2 | ωB97M-V with the def2-TZVPD basis set

Last column: Mulliken charge in e.
CARTESIAN COORDINATES (ANGSTROEM)
C  -1.151  -0.003  -0.494  -1.047
C  0.101  -0.475  0.156  0.210
N  1.265  0.471  0.085  0.985
O  0.927  1.635  -0.082  -0.564
O  2.356  0.058  0.202  -0.551
F  0.482  -1.689  -0.031  -0.209
H  -1.422  0.850  -0.006  0.322
H  -1.805  -0.765  -0.455  0.387
H  -0.855  0.302  -1.567  0.296
H  0.102  -0.385  2.193  0.171

Properties
HOMO (spin up / spin down)	-10.510 / -9.978	eV
orbital gap (spin up / spin down)	9.17 / 8.77	eV
total charge	0

***

Q: Which formula does entry 5 have?
A: C28H52NO8PtS4SbSi

***

Q: What is the total charge in the second record?
A: 0